Entry 1:
The following is a DFT calculation (ωB97M-V/def2-TZVPD) of C2H2NaO5 as an isolated structure.

## Properties
Highest occupied orbital energy (alpha / beta)   -9.07 / -8.50 eV
LUMO (alpha / beta)   -0.9 / -3.0 eV
<S²>   0.78
Multiplicity   2

Positions of all 10 atoms, in Å:
C (1.36, 1.05, 0.38)
O (0.67, 1.85, -0.31)
O (2.28, 1.22, 1.16)
C (0.45, -0.66, 0.32)
O (0.92, -1.62, 0.87)
Na (-1.27, 1.37, -1.32)
O (0.06, -0.69, -0.98)
H (0.03, -1.59, -1.34)
O (-1.98, -0.06, 0.61)
H (-2.50, -0.88, 0.61)

Entry 2:
The following is a DFT calculation (ωB97M-V/def2-TZVPD) of C5H8O2 as an isolated structure.

## Properties
Highest occupied orbital energy   -9.39 eV
LUMO   0.9 eV

Positions of all 15 atoms, in Å:
O (-0.34, 2.15, -0.08)
C (-0.41, 0.95, 0.03)
C (-1.09, 0.11, 1.12)
C (-0.73, -1.25, 0.50)
C (0.76, -1.13, 0.15)
C (0.14, -0.16, -0.87)
O (-1.04, -1.01, -0.91)
H (1.57, 2.45, -1.30)
H (2.25, 2.31, -1.57)
H (-0.66, 0.30, 2.11)
H (-2.17, 0.29, 1.15)
H (-1.19, -2.15, 0.90)
H (1.46, -0.75, 0.91)
H (1.14, -2.03, -0.34)
H (0.58, 0.10, -1.83)

Entry 3:
The following is a DFT calculation (ωB97M-V/def2-TZVPD) of C44H37CrNO5S3 as an isolated structure.

## Properties
Highest occupied orbital energy (alpha / beta)   -9.83 / -9.83 eV
LUMO (alpha / beta)   -3.3 / -3.3 eV
<S²>   0.77
Multiplicity   2
Charge   +1

Positions of all 91 atoms, in Å:
Cr (0.49, 0.86, 1.23)
O (1.29, 3.49, 0.43)
C (0.74, 3.25, 1.49)
O (1.16, 2.32, 2.32)
C (-0.56, 3.92, 1.85)
C (-0.64, 5.22, 2.28)
C (-1.88, 5.79, 2.53)
C (-3.04, 5.07, 2.33)
C (-2.97, 3.75, 1.89)
C (-1.73, 3.18, 1.66)
S (-1.69, 1.51, 1.06)
H (0.27, 5.81, 2.42)
H (-1.94, 6.82, 2.87)
H (-4.01, 5.52, 2.52)
H (-3.87, 3.17, 1.73)
C (-7.46, -4.41, -3.04)
C (-6.17, -3.81, -2.57)
C (-5.82, -2.50, -2.89)
C (-4.62, -1.95, -2.47)
C (-3.73, -2.72, -1.72)
C (-4.06, -4.03, -1.40)
C (-5.27, -4.56, -1.81)
S (-2.18, -2.01, -1.22)
O (-1.01, 0.66, 2.25)
C (-2.48, -2.14, 0.55)
C (-3.45, -1.22, 1.03)
C (-4.08, -1.41, 2.22)
C (-3.95, -2.66, 2.87)
C (-4.86, -3.01, 3.90)
C (-4.94, -4.29, 4.35)
C (-4.14, -5.28, 3.75)
C (-3.20, -4.95, 2.82)
C (-3.02, -3.61, 2.39)
C (-2.06, -3.21, 1.36)
C (-0.83, -3.94, 1.09)
C (-0.32, -5.06, 1.85)
C (-0.51, -5.18, 3.25)
C (0.02, -6.22, 3.95)
C (0.76, -7.23, 3.29)
C (1.03, -7.11, 1.96)
C (0.57, -5.98, 1.23)
C (1.08, -5.71, -0.06)
C (0.92, -4.45, -0.57)
C (0.05, -3.53, 0.06)
S (0.88, -1.96, -0.03)
O (-0.03, -0.74, 0.12)
C (1.62, -2.06, 1.60)
C (2.91, -2.53, 1.72)
C (3.50, -2.54, 2.98)
C (2.83, -2.07, 4.10)
C (3.47, -2.06, 5.46)
C (1.52, -1.60, 3.94)
C (0.90, -1.60, 2.70)
H (-8.20, -3.63, -3.27)
H (-7.89, -5.08, -2.30)
H (-7.30, -4.98, -3.96)
H (-6.51, -1.90, -3.48)
H (-4.36, -0.93, -2.72)
H (-3.37, -4.63, -0.82)
H (-5.53, -5.58, -1.54)
H (-3.68, -0.37, 0.41)
H (-4.78, -0.68, 2.60)
H (-5.53, -2.24, 4.28)
H (-5.66, -4.57, 5.12)
H (-4.27, -6.32, 4.03)
H (-2.62, -5.74, 2.36)
H (-1.07, -4.42, 3.77)
H (-0.12, -6.28, 5.02)
H (1.14, -8.08, 3.85)
H (1.66, -7.83, 1.45)
H (1.69, -6.45, -0.57)
H (1.48, -4.13, -1.44)
H (3.45, -2.89, 0.86)
H (4.51, -2.92, 3.09)
H (4.47, -2.50, 5.43)
H (2.88, -2.64, 6.17)
H (3.56, -1.05, 5.85)
H (0.97, -1.25, 4.81)
H (-0.13, -1.30, 2.61)
C (4.46, 0.35, -1.18)
N (4.42, 1.15, 0.04)
C (5.63, 1.84, 0.47)
C (3.30, 1.26, 0.71)
O (2.26, 0.66, 0.34)
H (5.42, 0.49, -1.66)
H (3.67, 0.66, -1.86)
H (4.32, -0.71, -0.94)
H (5.96, 2.53, -0.30)
H (6.42, 1.11, 0.66)
H (5.43, 2.39, 1.39)
H (3.30, 1.90, 1.59)